No. 1
Computed, not measured: C3H2FOP in the gas phase at a distorted geometry, with ωB97M-V/def2-TZVPD.

Element x y z (Å)
C  -2.270  0.483  -0.542
C  -1.112  0.324  -0.302
C  0.274  0.249  0.041
O  0.990  1.566  0.195
P  1.345  -1.149  -0.125
F  2.739  -0.484  0.329
H  -3.311  0.722  -0.827
H  1.344  -1.711  1.230

Force components x, y, z for each atom (eV/Å):
-2.01 0.48 -0.70
1.46 -0.12 0.68
3.09 8.81 0.73
-4.45 -7.97 -0.91
1.83 -0.91 1.54
-0.03 0.12 -0.88
1.31 -0.45 0.45
-1.20 0.03 -0.90

Calculated values
relative energy (zero: lowest compared OMol25 entry of this formula, charge and spin)	51.9	kcal per mole
Kohn-Sham gap	8.51	eV
structure (SMILES)	C#CC(=O)PF
E_tot	-631.8119	Ha

Löwdin atomic charge list, values in e, 2 entries: atom 1 (C): 0.152, atom 2 (C): -0.147

---

No. 2
Computed, not measured: C5H8N2O in the gas phase at a distorted geometry, with ωB97M-V/def2-TZVPD.

Element x y z (Å)
C  -1.541  -0.851  0.131
C  0.427  -1.056  -0.684
C  0.196  1.155  0.218
N  1.078  -2.226  -0.679
N  0.621  2.475  0.174
C  -1.177  0.915  0.427
C  1.014  0.093  -0.173
O  -1.709  -0.072  1.276
H  1.916  -2.402  -0.134
H  0.701  -3.015  -1.180
H  1.568  2.639  -0.132
H  0.319  3.087  0.914
H  -2.350  -0.817  -0.598
H  -1.275  -1.867  0.404
H  -1.883  1.719  0.227
H  2.095  0.221  -0.191

Force components x, y, z for each atom (eV/Å):
0.55 -0.95 0.09
-0.58 0.78 0.73
-0.67 -0.15 -0.17
0.01 -0.21 0.01
-0.01 0.01 -0.05
0.45 0.86 0.44
0.07 -0.30 -0.05
0.28 -0.18 -1.04
-0.26 0.04 -0.09
0.11 0.10 -0.01
-0.09 -0.03 -0.02
0.05 -0.12 -0.05
0.13 0.18 0.06
-0.11 -0.12 0.08
0.07 0.08 0.08
0.01 -0.02 0.00

Calculated values
relative energy (zero: lowest compared OMol25 entry of this formula, charge and spin)	120.4	kcal per mole
Kohn-Sham gap	7.99	eV
E_tot	-379.8963	Ha

Löwdin atomic charge list, values in e, 2 entries: atom 1 (C): -0.110, atom 2 (C): -0.179

---

No. 3
Computed, not measured: 2 unconnected molecules or ions with the total composition C3H9N at a distorted geometry, with ωB97M-V/def2-TZVPD.

Element x y z (Å)
C  -0.866  -6.501  0.141
C  -2.222  -6.591  0.045
H  -0.258  -6.243  0.964
H  -0.308  -6.871  -0.751
H  -3.087  -6.176  0.693
H  -2.675  -7.065  -0.808
C  1.801  5.591  -0.408
N  0.675  5.783  0.439
H  2.413  4.556  -0.141
H  2.596  6.283  -0.189
H  1.472  5.754  -1.474
H  -0.209  5.844  0.053
H  0.667  5.634  1.434

Force components x, y, z for each atom (eV/Å):
-2.13 -1.11 -1.68
0.24 1.11 1.25
0.23 0.74 0.84
-0.43 0.08 0.75
2.01 -0.83 -0.60
0.08 0.02 -0.56
1.39 -2.17 0.44
0.66 0.41 1.12
-1.78 1.88 -1.34
0.25 0.81 -0.10
0.62 -0.71 1.04
-1.59 -0.07 -0.86
0.45 -0.16 -0.31

Calculated values
relative energy (zero: lowest compared OMol25 entry of this formula, charge and spin)	51.9	kcal per mole
multiplicity	2
Kohn-Sham gap (spin up / spin down)	1.15 / 8.91	eV
total charge	-1
E_tot	-174.3059	Ha

Löwdin atomic charge list, values in e, 2 entries: atom 1 (C): -0.410, atom 2 (C): -0.380

---

No. 4
Computed, not measured: 4 unconnected molecules or ions with the total composition C2H14NO3 at a distorted geometry, with ωB97M-V/def2-TZVPD.

Element x y z (Å)
C  0.421  1.308  0.099
C  -0.687  1.162  1.158
N  -1.875  0.558  0.481
H  0.066  1.511  -0.914
H  1.096  2.127  0.352
H  1.022  0.405  0.087
H  -0.312  0.434  1.878
H  -0.966  2.066  1.689
H  -2.152  1.251  -0.218
H  -2.669  0.378  1.096
H  -1.694  -0.346  -0.032
H  0.558  -2.355  0.710
H  1.366  -2.161  -0.605
O  0.490  -2.300  -0.241
H  -2.354  -1.781  -1.906
H  -0.876  -1.347  -1.834
O  -1.784  -1.078  -1.622
H  3.127  0.722  -0.348
H  4.070  -0.404  0.111
O  3.155  -0.152  0.059

Force components x, y, z for each atom (eV/Å):
0.10 0.41 0.29
1.09 -0.94 -0.28
-0.27 0.21 0.14
-0.25 0.01 0.11
-0.12 0.01 0.13
-0.14 -0.10 -0.14
-0.30 0.15 0.22
-0.19 0.10 -0.24
-0.36 -0.43 -0.15
0.05 0.22 0.14
0.12 0.54 -0.19
0.39 -0.13 0.26
0.39 0.01 0.31
-0.63 0.23 -0.57
-0.38 -0.63 -0.28
-0.29 -0.21 0.17
0.62 0.67 0.15
0.30 -0.16 0.04
0.68 -0.07 0.00
-0.82 0.11 -0.08

Calculated values
relative energy (zero: lowest compared OMol25 entry of this formula, charge and spin)	15.6	kcal per mole
Kohn-Sham gap	11.98	eV
total charge	+1
E_tot	-364.8388	Ha

Löwdin atomic charge list, values in e, 2 entries: atom 1 (C): -0.070, atom 2 (C): -0.173

---

> What is the formula in the first record?

C3H2FOP

---

> What is the formula in the second record?

C5H8N2O

---

> Which of these has the highest E_tot?

C3H9N